# 1
DFT (wB97M-V/def2-TZVPD) results for a cluster of 2 separate species, C5H10FN2 in total.

The HOMO-LUMO gap (spin up / spin down) comes out at 5.41 / 8.70 eV. As for the relative energy (zero: lowest compared OMol25 entry of this formula, charge and spin): 3.301 eV.

The geometry in ORCA input format:
```
! wB97M-V def2-TZVPD RIJCOSX def2/J DEFGRID3
* xyz 1 3
C -1.97102 2.70669 -0.65528
C -0.07876 -0.08081 1.27640
C -0.07062 -1.53427 -0.94987
C 1.56679 0.37313 -0.43633
C 0.43507 -0.40368 -0.03815
N -1.08893 1.87251 -0.74092
N -2.12075 2.11313 0.61306
F -2.55796 3.66890 -1.27505
H -0.25434 -1.03896 1.69001
H 0.33622 0.58507 1.97223
H -0.98867 0.40572 1.04641
H 0.78665 -2.05713 -1.16207
H -0.42448 -0.87104 -1.72237
H -0.88333 -2.10989 -0.48788
H 1.81926 0.38242 -1.46877
H 1.28899 1.46574 -0.22060
H 2.52263 0.14975 0.13144
H -1.48600 2.40295 1.30775
*
```

# 2
DFT (wB97M-V/def2-TZVPD) results for a cluster of 2 separate species, C5H10FNO in total.

The HOMO-LUMO gap comes out at 9.18 eV. As for the relative energy (zero: lowest compared OMol25 entry of this formula, charge and spin): 1.416 eV. The SMILES is C/C=C(/C)O.[H]/N=C/F.

The geometry in ORCA input format:
```
! wB97M-V def2-TZVPD RIJCOSX def2/J DEFGRID3
* xyz 0 1
C -1.14236 0.25762 -0.55729
C -1.69808 1.68715 -0.71270
C 0.52835 -1.47562 -0.24942
C 0.08494 -0.08931 -0.20467
C 3.48236 -0.12633 0.20116
N 3.06552 0.89556 0.77089
O -2.15530 -0.53167 -0.96181
F 3.75098 0.04012 -1.13168
H -2.43561 1.85715 0.13884
H -0.84496 2.45688 -0.63294
H -2.25041 1.73263 -1.69990
H 0.14995 -2.14194 -0.96136
H 1.57524 -1.32772 -0.36678
H 0.37936 -1.94081 0.69451
H 0.84557 0.58727 0.08550
H 3.58448 -1.16445 0.52170
H -1.84490 -1.49082 -1.12608
H 2.81560 0.80829 1.72894
*
```

# 3
DFT (wB97M-V/def2-TZVPD) results for a structure of composition C5H10FNO3S.

The HOMO-LUMO gap comes out at 9.56 eV. As for the relative energy (zero: lowest compared OMol25 entry of this formula, charge and spin): 1.708 eV.

The geometry in ORCA input format:
```
! wB97M-V def2-TZVPD RIJCOSX def2/J DEFGRID3
* xyz 0 1
C 1.80209 0.23859 0.50135
C 1.38977 0.96447 -0.79156
C 1.21524 -1.18619 0.41427
C -0.17085 1.12805 -0.68671
C -0.23612 -1.07074 0.59280
N -0.79866 -0.10886 -0.37434
O -2.04179 0.84283 1.48924
O -3.13626 -1.17470 0.50067
O -3.23136 0.97971 -0.69786
F -0.75884 -1.12078 -1.76709
S -2.67372 0.20379 0.36627
H 2.93386 0.03878 0.70172
H 1.26729 0.75245 1.33929
H 1.80020 2.04689 -0.90107
H 1.75567 0.33013 -1.65085
H 1.33125 -1.61043 -0.64696
H 1.82102 -1.83491 1.12190
H -0.49689 1.71900 0.11772
H -0.51973 1.31817 -1.70008
H -0.87905 -1.87389 0.53530
H -0.37311 -0.58233 1.53599
*
```

# 4
DFT (wB97M-V/def2-TZVPD) results for a structure of composition C5H10GaO3.

The HOMO-LUMO gap (spin up / spin down) comes out at 8.21 / 4.05 eV. As for the relative energy (zero: lowest compared OMol25 entry of this formula, charge and spin): 0.775 eV.

The geometry in ORCA input format:
```
! wB97M-V def2-TZVPD RIJCOSX def2/J DEFGRID3
* xyz 1 1
C 2.63915 0.81462 0.32618
O 1.81053 1.88839 0.00441
C 2.18510 -0.48338 -0.35334
O 0.78740 -0.54759 -0.20560
C -0.36341 -1.46324 -0.06639
C -1.49227 -0.80185 0.61810
O -1.74152 0.48260 -0.10105
C -3.09456 0.83299 -0.26492
Ga 0.01852 1.21364 -0.14154
H 2.66618 0.63929 1.42208
H 3.68638 0.99630 0.01617
H 2.65634 -1.37871 0.08153
H 2.37370 -0.41547 -1.43734
H -0.00555 -2.33025 0.50652
H -0.58510 -1.72120 -1.11356
H -1.19942 -0.50155 1.64297
H -3.17221 1.53703 -1.10450
H -3.68729 -0.06787 -0.47932
H -3.48198 1.30624 0.64958
*
```

# 5
DFT (wB97M-V/def2-TZVPD) results for a structure of composition C5H10HgOP.

The HOMO-LUMO gap (spin up / spin down) comes out at 4.23 / 4.23 eV. As for the relative energy (zero: lowest compared OMol25 entry of this formula, charge and spin): 3.785 eV.

The geometry in ORCA input format:
```
! wB97M-V def2-TZVPD RIJCOSX def2/J DEFGRID3
* xyz -1 1
C 1.08754 -0.01424 -0.97156
C 0.31102 -0.02605 -2.01962
C -0.67578 -1.13210 -2.05773
C -0.14637 -2.02716 -1.04820
C 0.70086 -1.36475 -0.16171
Hg -0.70274 0.13628 -0.00946
P -0.23294 2.46465 1.13657
H 2.01308 0.74020 -0.89526
H 0.21404 0.74766 -2.77962
H -1.62809 -1.05493 -2.70448
H 1.29785 -2.08816 0.45130
H -0.63286 -2.89739 -1.19809
H -1.31828 2.68018 2.04646
H 0.04231 3.55330 0.22497
H 0.90886 1.90356 1.76383
O -0.68720 -0.36365 2.43634
H -0.05500 0.07236 3.08686
H -0.49629 -1.32975 2.69939
*
```

# 6
DFT (wB97M-V/def2-TZVPD) results for a cluster of 2 separate species, C5H10IN2 in total.

The HOMO-LUMO gap comes out at 8.62 eV. As for the relative energy (zero: lowest compared OMol25 entry of this formula, charge and spin): 3.831 eV.

The geometry in ORCA input format:
```
! wB97M-V def2-TZVPD RIJCOSX def2/J DEFGRID3
* xyz 1 1
C -2.58770 1.58705 1.19212
C -3.16286 0.28969 0.75422
C 0.89350 0.22920 0.04937
C 0.50709 0.52813 -1.34385
C 2.40789 -0.07096 0.36546
N -0.07590 0.08921 0.91604
N -3.18384 0.94699 2.13653
I -1.45760 3.23244 1.06634
H -4.13828 0.42938 0.25807
H -2.36250 -0.45609 0.69271
H 0.85423 1.57040 -1.78676
H -0.58599 0.44982 -1.22853
H 0.93478 -0.27937 -2.03632
H 2.84931 -0.69729 -0.45328
H 2.45261 -0.23132 1.42298
H 2.94516 0.98819 0.22087
H -3.42181 0.77809 3.11548
H 0.20024 -0.03287 1.89603
*
```

# 7
DFT (wB97M-V/def2-TZVPD) results for a structure of composition C5H10KN2O5P.

The HOMO-LUMO gap comes out at 6.33 eV.

The geometry in ORCA input format:
```
! wB97M-V def2-TZVPD RIJCOSX def2/J DEFGRID3
* xyz 0 1
C 2.18208 1.97810 0.59423
C 1.52453 0.72142 0.09588
C 1.80346 0.34343 -1.33361
N 0.84546 0.03066 0.91137
C -0.36142 -0.65050 0.55938
N -1.17001 -0.82139 1.77188
C -0.24539 -2.12949 0.01698
O 0.84937 -2.67943 0.00645
O -1.40242 -2.58398 -0.25376
P -1.45061 0.32169 -0.56658
O -1.38106 1.78312 -0.37159
O -1.21662 -0.14545 -2.06702
O -2.96349 -0.16955 -0.25722
H 2.79801 1.73136 1.46016
H 1.40540 2.66162 0.92528
H 2.81916 2.42582 -0.16399
H 1.67094 1.18643 -2.01702
H 2.87040 0.11155 -1.36805
H 1.26799 -0.54335 -1.65789
H -1.80008 -1.52956 1.44734
H -0.56426 -1.15428 2.51551
H -0.52950 0.38937 -2.48010
H -3.44349 0.64676 -0.06437
K -3.50846 -1.92437 2.29673
*
```

# 8
DFT (wB97M-V/def2-TZVPD) results for a structure of composition C5H10LiNO2.

The HOMO-LUMO gap comes out at 5.32 eV.

The geometry in ORCA input format:
```
! wB97M-V def2-TZVPD RIJCOSX def2/J DEFGRID3
* xyz 0 1
C 0.22034 -0.28419 -2.03184
C -0.17086 0.75780 -0.98963
N 0.51007 1.82533 -0.90639
C -1.35805 0.60125 -0.08016
C -1.15436 -0.40764 1.09353
C 0.24546 -0.98816 1.17662
O 1.17651 -0.02938 1.72880
O 2.35243 0.01739 0.93782
H 0.12669 0.14470 -3.02942
H 1.27457 -0.52359 -1.87659
H -0.35539 -1.20364 -1.92345
H 1.27101 1.77368 -1.58992
H -1.53533 1.58570 0.35471
H -2.24853 0.32904 -0.65725
H -1.23924 0.19859 2.02317
H 0.61313 -1.43051 0.25389
H 0.21908 -1.81067 1.91262
H 2.32234 0.91318 0.56952
Li -2.26988 -1.46887 3.03395
*
```

# 9
DFT (wB97M-V/def2-TZVPD) results for a cluster of 2 separate species, C5H10N in total.

The HOMO-LUMO gap comes out at 8.79 eV. As for the relative energy (zero: lowest compared OMol25 entry of this formula, charge and spin): 2.074 eV.

The geometry in ORCA input format:
```
! wB97M-V def2-TZVPD RIJCOSX def2/J DEFGRID3
* xyz 1 1
C -2.91815 -0.40155 -0.17877
C -2.32630 0.34826 0.74885
H -3.58301 0.03288 -0.90946
H -2.79202 -1.47810 -0.15384
H -2.46948 1.42181 0.74636
H -1.80203 -0.03777 1.61455
C 1.97385 0.63582 -0.11810
C 3.20155 0.54833 0.36366
C 0.08259 -0.64694 -0.83577
N 1.05712 -0.45825 -0.03127
H 1.59062 1.48123 -0.66996
H 3.58244 -0.36329 0.80000
H 3.82568 1.42593 0.28821
H -0.58988 -1.48727 -0.78186
H -0.10894 0.13738 -1.55516
H 1.27598 -1.15850 0.67256
*
```

# 10
DFT (wB97M-V/def2-TZVPD) results for a cluster of 2 separate species, C5H10N in total.

The HOMO-LUMO gap (spin up / spin down) comes out at 8.51 / 9.47 eV. As for the relative energy (zero: lowest compared OMol25 entry of this formula, charge and spin): 6.318 eV.

The geometry in ORCA input format:
```
! wB97M-V def2-TZVPD RIJCOSX def2/J DEFGRID3
* xyz 1 1
C -3.33666 -0.08505 -0.75662
C -2.22341 -0.02931 -0.02879
C 1.12128 0.53762 -0.75769
C 0.36232 -0.22319 0.03016
C 2.62198 0.68178 -0.57121
N 0.45624 -0.77609 1.32446
H -3.39465 -0.19185 -1.82182
H -4.34391 0.01709 -0.33434
H -2.00978 0.16000 1.00092
H 0.51396 0.81045 -1.63376
H 3.24861 0.91776 -1.53296
H 2.92065 -0.30406 -0.09489
H 2.66416 1.41099 0.22644
H -0.27836 -0.50213 1.93207
H 1.33630 -0.60189 1.79982
H 0.34128 -1.82213 1.21821
*
```

# 11
DFT (wB97M-V/def2-TZVPD) results for a cluster of 2 separate species, C5H10N in total.

The HOMO-LUMO gap comes out at 9.60 eV. As for the relative energy (zero: lowest compared OMol25 entry of this formula, charge and spin): 4.311 eV.

The geometry in ORCA input format:
```
! wB97M-V def2-TZVPD RIJCOSX def2/J DEFGRID3
* xyz 1 1
C 0.18836 0.33226 -0.09028
C -0.19891 0.84288 -1.17429
C -1.45347 0.75481 -2.86598
C -0.38289 -0.09097 2.15247
C 1.39145 -1.33323 1.03892
N 0.43301 -0.21367 1.01213
H -2.35912 0.88554 -2.29087
H 0.16174 1.74888 -1.59649
H -1.09343 1.64145 -3.47738
H -1.12926 -0.15685 -3.38283
H -1.16249 -0.90561 2.24753
H -0.91960 0.84000 2.01284
H 0.00260 0.16224 3.18810
H 1.04419 -1.99065 1.84549
H 2.36727 -0.90946 1.40547
H 1.58124 -1.60955 0.01677
*
```

# 12
DFT (wB97M-V/def2-TZVPD) results for a cluster of 2 separate species, C5H10N in total.

The HOMO-LUMO gap comes out at 10.94 eV. As for the relative energy (zero: lowest compared OMol25 entry of this formula, charge and spin): 4.708 eV.

The geometry in ORCA input format:
```
! wB97M-V def2-TZVPD RIJCOSX def2/J DEFGRID3
* xyz 1 1
C -1.29662 -0.91508 -0.42110
C -2.57025 -0.26966 0.17649
C -1.21610 0.32050 -0.13361
C 1.95212 -0.17912 -0.45881
C 2.36156 -0.73398 0.67289
N -0.32246 1.46475 -0.01509
H -0.68383 -1.80676 -0.83295
H -3.44690 0.03705 -0.53569
H -2.93983 -0.62253 1.15138
H 1.06560 -0.67337 -0.87873
H 2.57058 0.40363 -1.11244
H 3.16666 -0.48749 1.21609
H 1.65634 -1.55039 1.07850
H -0.45562 1.90938 -0.92836
H 0.72345 1.23478 0.14163
H -0.56469 1.86828 0.87979
*
```

Number 1: calculated total energy -405.3089 a.u., maximum force 0.1849 hartree/bohr. Number 2: calculated total energy -426.3083 a.u., maximum force 0.0701 hartree/bohr. Number 3: calculated total energy -974.9019 a.u., maximum force 0.0888 hartree/bohr. Number 4: calculated total energy -2346.5592 a.u., maximum force 0.0561 hartree/bohr. Number 5: calculated total energy -766.1873 a.u., maximum force 0.1994 hartree/bohr. Number 6: calculated total energy -603.3314 a.u., maximum force 0.0861 hartree/bohr. Number 7: calculated total energy -1623.5945 a.u., maximum force 0.0387 hartree/bohr. Number 8: calculated total energy -409.0732 a.u., maximum force 0.0297 hartree/bohr. Number 9: calculated total energy -250.9291 a.u., maximum force 0.0157 hartree/bohr. Number 10: calculated total energy -250.7731 a.u., maximum force 0.0804 hartree/bohr. Number 11: calculated total energy -250.8469 a.u., maximum force 0.0859 hartree/bohr. Number 12: calculated total energy -250.8323 a.u., maximum force 0.0961 hartree/bohr.